Record 1
This record from the OMol25 dataset describes a 5-piece molecular cluster, C16H30BClO19 overall. The level of theory is ωB97M-V/def2-TZVPD.

Its HOMO energy is -10.656 eV. For the LUMO energy, the calculation gives -0.007 Ha. As for the total energy: -2542.31506 a.u. Its SMILES is O=C1O[C@@H](B(O)O)[C@](Cl)(COO)O1.COC(=O)OC.COC(=O)OC.COC(=O)OC.COC(=O)OC.

Positions of all 67 atoms, in Å:
O  1.537  0.896  2.874
C  0.994  0.076  2.222
O  -0.330  -0.220  2.231
C  -0.357  -1.648  2.002
B  -1.801  -2.282  1.818
O  -2.840  -1.813  2.595
O  -1.974  -3.274  0.913
C  0.737  -1.793  0.957
Cl  0.139  -1.503  -0.702
C  1.530  -3.092  0.908
O  2.078  -3.521  2.126
O  1.055  -4.200  2.879
O  1.617  -0.732  1.314
H  0.022  -2.086  2.935
H  -2.802  -2.035  3.528
H  -2.684  -3.873  1.166
H  0.952  -3.881  0.425
H  2.399  -2.897  0.277
H  1.185  -3.794  3.747
C  -1.605  1.859  -0.186
O  -1.170  1.896  -1.551
C  -1.803  2.779  -2.316
O  -2.688  3.516  -1.960
O  -1.296  2.710  -3.544
C  -1.892  3.610  -4.484
H  -1.000  1.099  0.294
H  -1.442  2.821  0.295
H  -2.657  1.586  -0.122
H  -1.752  4.642  -4.168
H  -2.954  3.399  -4.596
H  -1.377  3.436  -5.424
C  5.035  -1.169  -4.745
O  4.751  -0.588  -3.470
C  3.660  0.181  -3.450
O  2.941  0.400  -4.389
O  3.510  0.658  -2.218
C  2.363  1.500  -2.045
H  5.936  -1.758  -4.608
H  4.215  -1.809  -5.066
H  5.205  -0.394  -5.490
H  1.447  0.952  -2.256
H  2.425  2.378  -2.685
H  2.374  1.805  -1.002
C  5.850  -5.192  6.748
O  6.203  -4.936  5.386
C  5.500  -3.961  4.810
O  4.627  -3.320  5.340
O  5.921  -3.824  3.558
C  5.263  -2.781  2.828
H  6.500  -5.999  7.074
H  6.017  -4.309  7.360
H  4.809  -5.499  6.823
H  5.454  -1.811  3.282
H  4.195  -2.967  2.781
H  5.685  -2.801  1.827
C  -9.709  3.948  -2.269
O  -8.573  3.881  -1.404
C  -7.475  4.461  -1.897
O  -7.397  5.005  -2.969
O  -6.499  4.332  -1.008
C  -5.248  4.914  -1.410
H  -10.513  3.443  -1.741
H  -9.984  4.983  -2.463
H  -9.506  3.441  -3.210
H  -5.368  5.986  -1.562
H  -4.882  4.445  -2.317
H  -4.555  4.725  -0.599


Record 2
This record from the OMol25 dataset describes a 9-piece molecular cluster, C16H30Br14Cl6 overall at a distorted geometry. The level of theory is ωB97M-V/def2-TZVPD.

The energy above the lowest of the compared OMol25 structures with the same formula, charge and spin comes out at 67.89 kJ/mol. Its HOMO energy is -10.103 eV. For the LUMO energy, the calculation gives 0.006 Ha. As for the total energy: -39424.92769 a.u. Its SMILES is ClC(Cl)Cl.ClC(Cl)Cl.BrCCBr.BrCCBr.BrCCBr.BrCCBr.BrCCBr.BrCCBr.BrCCBr.

Positions of all 66 atoms, in Å:
Cl  -18.048  1.605  0.247
C  -16.743  1.631  -1.035
Cl  -17.375  2.511  -2.505
Cl  -16.405  -0.036  -1.641
H  -15.869  2.156  -0.649
Cl  -29.279  -5.978  -6.837
C  -27.570  -5.520  -6.697
Cl  -26.783  -5.154  -8.260
Cl  -26.609  -6.620  -5.739
H  -27.614  -4.643  -6.052
Br  -23.363  0.146  -2.901
C  -24.569  1.634  -3.404
C  -24.150  2.861  -2.601
Br  -25.637  4.161  -2.700
H  -25.570  1.275  -3.164
H  -24.492  1.711  -4.489
H  -23.244  3.323  -2.995
H  -23.969  2.669  -1.544
Br  -30.785  -0.268  -11.628
C  -30.004  1.519  -11.253
C  -29.044  1.507  -10.036
Br  -28.489  3.369  -9.749
H  -30.821  2.218  -11.072
H  -29.479  1.840  -12.153
H  -28.080  1.048  -10.256
H  -29.476  1.031  -9.156
Br  -18.282  -2.476  -8.417
C  -19.311  -4.207  -8.090
C  -19.226  -5.132  -9.309
Br  -20.325  -6.766  -9.005
H  -20.333  -4.147  -7.717
H  -18.818  -4.770  -7.297
H  -18.176  -5.409  -9.404
H  -19.538  -4.539  -10.169
Br  -15.871  11.860  -6.127
C  -17.718  11.233  -6.647
C  -17.960  9.912  -5.964
Br  -19.771  9.145  -6.360
H  -17.789  11.172  -7.733
H  -18.453  11.999  -6.398
H  -17.936  9.972  -4.876
H  -17.199  9.198  -6.279
Br  -26.808  11.982  -6.415
C  -28.187  11.526  -5.004
C  -27.773  12.089  -3.642
Br  -29.328  11.860  -2.402
H  -28.217  10.444  -4.873
H  -29.156  11.917  -5.314
H  -27.500  13.144  -3.670
H  -26.942  11.522  -3.223
Br  -32.693  2.857  -2.649
C  -33.878  4.197  -1.841
C  -33.299  5.573  -1.967
Br  -33.321  6.083  -3.873
H  -34.000  3.968  -0.782
H  -34.866  4.234  -2.299
H  -32.289  5.694  -1.577
H  -33.903  6.232  -1.344
Br  -28.286  2.118  4.554
C  -29.341  2.389  6.189
C  -29.024  1.342  7.250
Br  -29.854  1.825  8.926
H  -30.408  2.451  5.973
H  -29.156  3.397  6.559
H  -27.996  1.064  7.483
H  -29.517  0.408  6.977


Record 3
This record from the OMol25 dataset describes a 8-piece molecular cluster, C16H30Cl12FNO5 overall at a distorted geometry. The level of theory is ωB97M-V/def2-TZVPD.

Its HOMO energy is -10.337 eV. For the LUMO energy, the calculation gives 0.006 Ha. As for the total energy: -6680.64429 a.u. Its SMILES is O=C1OC[C@@H](F)O1.C[N+](=O)[O-].ClCCCl.ClCCCl.ClCCCl.ClCCCl.ClCCCl.ClCCCl.

Positions of all 65 atoms, in Å:
O  -0.115  -0.327  -3.467
C  0.604  -1.250  -3.888
O  0.288  -2.036  -4.812
C  1.350  -2.957  -5.118
C  2.194  -2.927  -3.875
F  3.448  -2.832  -4.198
O  1.750  -1.633  -3.314
H  1.002  -3.989  -5.157
H  1.911  -2.694  -6.015
H  1.891  -3.794  -3.289
C  -0.288  -0.212  -0.072
N  -1.658  0.374  0.097
O  -2.540  -0.447  0.290
O  -1.834  1.570  -0.052
H  0.515  0.519  -0.170
H  -0.200  -0.996  -0.824
H  -0.200  -0.748  0.872
Cl  -3.129  4.938  -3.516
C  -3.089  4.172  -1.936
C  -2.182  4.905  -0.986
Cl  -0.469  4.766  -1.560
H  -2.648  3.193  -2.124
H  -4.034  3.917  -1.456
H  -2.259  4.266  -0.107
H  -2.323  5.956  -0.734
Cl  0.589  -5.274  1.826
C  0.447  -4.713  0.154
C  -0.897  -4.965  -0.404
Cl  -1.104  -3.690  -1.729
H  1.264  -5.060  -0.478
H  0.480  -3.638  0.331
H  -1.716  -4.865  0.308
H  -0.879  -5.935  -0.901
Cl  -4.372  2.421  3.914
C  -3.016  2.377  2.851
C  -1.831  3.420  3.109
Cl  -0.824  2.873  4.441
H  -3.394  2.629  1.860
H  -2.662  1.347  2.811
H  -2.223  4.377  3.452
H  -1.181  3.510  2.238
Cl  3.753  3.803  -1.190
C  2.632  3.456  -2.626
C  2.411  1.982  -2.817
Cl  3.899  1.140  -3.362
H  3.057  3.900  -3.526
H  1.729  4.049  -2.481
H  1.552  1.902  -3.483
H  2.079  1.476  -1.910
Cl  2.445  -1.004  3.665
C  3.459  0.423  3.513
C  2.925  1.575  2.831
Cl  2.931  1.304  1.032
H  4.361  -0.013  3.082
H  3.734  0.809  4.494
H  3.575  2.423  3.047
H  1.892  1.688  3.157
Cl  -2.881  -1.488  3.101
C  -1.441  -2.472  3.298
C  -1.671  -3.897  3.836
Cl  -2.416  -4.961  2.711
H  -0.828  -1.912  4.004
H  -0.934  -2.398  2.336
H  -2.190  -3.937  4.794
H  -0.743  -4.392  4.123


Record 4
This record from the OMol25 dataset describes a 2-piece molecular cluster, C16H30ClN2O3 overall at a distorted geometry. The level of theory is ωB97M-V/def2-TZVPD.

Its HOMO energy is -3.693 eV. For the LUMO energy, the calculation gives 0.087 Ha. As for the total energy: -1423.11305 a.u. Its net charge is -1.

Positions of all 52 atoms, in Å:
C  3.705  0.244  3.025
C  3.676  0.465  1.494
C  3.102  -0.790  0.822
C  2.475  -0.628  -0.587
C  3.341  0.252  -1.530
N  2.679  1.473  -2.021
C  2.934  2.659  -1.215
N  2.670  -2.025  -1.128
C  1.486  -2.690  -0.579
O  1.447  -3.707  0.035
C  0.367  -1.769  -1.029
C  -1.091  -2.226  -0.849
C  -1.959  -1.592  0.240
C  -2.732  -0.379  -0.306
C  -3.708  0.197  0.718
O  -4.975  0.381  0.093
C  -5.799  1.176  0.759
C  -7.041  1.581  0.026
O  -5.609  1.540  1.903
C  0.903  -0.362  -0.616
C  0.504  0.251  0.733
H  4.495  0.843  3.482
H  3.947  -0.800  3.236
H  2.738  0.485  3.466
H  4.717  0.628  1.211
H  3.110  1.373  1.302
H  2.430  -1.312  1.503
H  3.941  -1.471  0.668
H  3.609  -0.323  -2.417
H  4.292  0.520  -1.049
H  3.067  1.647  -2.939
H  4.006  2.862  -1.076
H  2.397  2.639  -0.269
H  2.538  3.519  -1.763
H  2.551  -2.091  -2.133
H  0.505  -1.763  -2.115
H  -1.056  -3.305  -0.660
H  -1.616  -2.120  -1.800
H  -1.439  -1.373  1.173
H  -2.739  -2.318  0.496
H  -3.356  -0.765  -1.115
H  -2.078  0.381  -0.732
H  -3.814  -0.451  1.594
H  -3.314  1.147  1.085
H  -7.108  2.669  0.060
H  -7.019  1.271  -1.015
H  -7.911  1.193  0.560
H  0.557  0.316  -1.392
H  0.575  -0.417  1.588
H  1.061  1.177  0.868
H  -0.541  0.558  0.682
Cl  -4.921  1.230  -2.489